(P)
Computed, not measured: 6 unconnected molecules or ions with the total composition C23H47NO15S, with wB97M-V/def2-TZVPD.

Properties
SMILES: O=S1(=O)CCCC1.CCOC(=O)OC.CCOC(=O)OC.CCOC(=O)OC.CCOC(=O)OC.CNC(C)=O
Frontier orbital gap: 10.0 eV
Highest occupied orbital energy: -9.533 eV

Geometry as ORCA input:
```
! wB97M-V def2-TZVPD RIJCOSX def2/J DEFGRID3
* xyz 0 1
C 0.502 -0.552 0.154
C 1.008 -1.741 1.027
O 0.234 -2.138 1.824
N 2.267 -2.186 0.926
C 2.862 -3.076 1.786
H -0.576 -0.677 0.260
H 0.869 -0.652 -0.868
H 0.967 0.345 0.563
H 2.900 -1.558 0.451
H 3.950 -3.029 1.832
H 2.485 -4.029 1.416
H 2.638 -2.711 2.789
C 6.462 -3.477 -5.977
C 7.376 -3.317 -7.234
O 6.615 -2.356 -7.995
C 6.469 -2.598 -9.342
O 6.830 -3.574 -9.980
O 5.995 -1.499 -9.936
C 5.686 -1.337 -11.358
H 7.005 -3.801 -5.090
H 5.806 -4.304 -6.251
H 5.884 -2.617 -5.639
H 7.491 -4.263 -7.763
H 8.315 -2.926 -6.843
H 6.400 -0.895 -12.053
H 4.873 -0.619 -11.470
H 5.318 -2.254 -11.818
C -5.537 -4.246 -3.295
C -4.766 -3.241 -4.136
O -5.478 -2.470 -5.037
C -5.717 -1.092 -4.936
O -5.134 -0.205 -4.351
O -6.843 -0.816 -5.638
C -7.361 0.508 -5.725
H -6.302 -3.859 -2.622
H -4.732 -4.404 -2.576
H -6.019 -5.039 -3.866
H -3.960 -3.685 -4.719
H -4.237 -2.548 -3.481
H -8.064 0.576 -6.555
H -6.639 1.254 -6.056
H -7.855 0.876 -4.826
C -1.757 6.742 -3.355
C -1.390 5.469 -4.084
O -0.042 5.564 -4.515
C 0.460 4.712 -5.353
O -0.208 4.121 -6.212
O 1.734 4.501 -5.168
C 2.499 3.533 -5.950
H -0.917 7.426 -3.483
H -1.710 6.567 -2.280
H -2.654 7.199 -3.772
H -1.937 5.429 -5.027
H -1.560 4.617 -3.426
H 2.588 2.720 -5.230
H 3.457 3.768 -6.415
H 1.968 3.221 -6.849
C -3.802 -2.251 8.898
C -4.656 -3.476 9.300
O -4.234 -3.794 10.625
C -4.674 -4.986 11.187
O -5.406 -5.827 10.649
O -4.225 -4.948 12.358
C -4.415 -6.008 13.256
H -4.119 -1.792 7.961
H -2.779 -2.551 8.671
H -3.872 -1.590 9.762
H -4.400 -4.341 8.688
H -5.738 -3.343 9.284
H -5.269 -6.646 13.032
H -4.641 -5.563 14.225
H -3.508 -6.612 13.295
C 3.225 5.702 7.256
C 3.007 4.184 7.026
C 1.644 4.047 6.078
S 1.547 5.744 5.231
O 0.328 6.400 5.742
O 1.718 5.516 3.805
C 3.134 6.364 5.904
H 4.184 5.938 7.717
H 2.568 6.142 8.006
H 2.924 3.831 8.054
H 3.833 3.737 6.472
H 0.701 4.031 6.624
H 1.457 3.199 5.419
H 3.101 7.453 5.873
H 3.852 6.094 5.129
*
```

=====

(Q)
Computed, not measured: 6 unconnected molecules or ions with the total composition C23H47NO15S, with wB97M-V/def2-TZVPD.

Properties
SMILES: O=S1(=O)CCCC1.CCOC(=O)OC.CCOC(=O)OC.CCOC(=O)OC.CCOC(=O)OC.CNC(C)=O
Frontier orbital gap: 10.0 eV
Highest occupied orbital energy: -9.900 eV

Geometry as ORCA input:
```
! wB97M-V def2-TZVPD RIJCOSX def2/J DEFGRID3
* xyz 0 1
C 3.690 2.011 3.977
C 3.764 2.719 2.641
O 3.321 3.858 2.534
N 4.369 2.074 1.616
C 4.759 2.649 0.354
H 3.626 2.777 4.741
H 4.611 1.445 4.142
H 2.847 1.322 4.018
H 4.706 1.144 1.804
H 4.423 2.092 -0.523
H 5.854 2.607 0.288
H 4.480 3.695 0.279
C -2.853 -2.731 0.813
C -1.984 -2.788 -0.427
O -2.845 -2.836 -1.579
C -2.287 -3.314 -2.698
O -1.320 -4.016 -2.779
O -3.035 -2.902 -3.720
C -2.788 -3.555 -4.981
H -3.468 -3.611 0.987
H -3.417 -1.815 0.974
H -2.112 -2.746 1.628
H -1.308 -3.637 -0.366
H -1.411 -1.858 -0.474
H -3.494 -3.081 -5.653
H -2.948 -4.623 -4.868
H -1.765 -3.363 -5.299
C -3.150 3.710 -0.499
C -3.668 4.016 -1.888
O -3.821 2.796 -2.611
C -5.040 2.466 -3.067
O -6.021 3.141 -2.942
O -5.052 1.280 -3.666
C -3.908 0.441 -3.680
H -3.787 3.056 0.096
H -2.874 4.593 0.075
H -2.204 3.151 -0.525
H -2.880 4.548 -2.420
H -4.585 4.591 -1.808
H -3.118 0.751 -3.002
H -3.436 0.413 -4.667
H -4.216 -0.577 -3.456
C 7.782 -6.796 0.383
C 7.445 -7.022 -1.086
O 6.932 -5.848 -1.714
C 5.664 -5.533 -1.421
O 4.957 -6.147 -0.668
O 5.357 -4.431 -2.079
C 4.049 -3.884 -1.827
H 8.499 -5.971 0.406
H 8.231 -7.699 0.792
H 6.915 -6.514 0.973
H 6.688 -7.808 -1.161
H 8.321 -7.342 -1.642
H 3.302 -4.675 -1.779
H 3.799 -3.297 -2.705
H 4.069 -3.334 -0.899
C -3.010 2.192 2.826
C -3.538 3.450 3.523
O -4.162 4.371 2.663
C -4.826 5.369 3.214
O -5.020 5.591 4.381
O -5.447 6.036 2.223
C -6.138 7.223 2.586
H -2.881 1.358 3.512
H -2.055 2.363 2.328
H -3.716 1.862 2.058
H -2.648 3.843 4.026
H -4.185 3.143 4.345
H -5.407 8.023 2.715
H -6.677 7.170 3.531
H -6.816 7.401 1.760
C 0.332 0.711 0.172
C 1.185 0.512 1.417
C 1.576 -0.960 1.458
S 2.116 -1.239 -0.246
O 1.703 -2.559 -0.653
O 3.517 -0.924 -0.363
C 1.054 0.035 -0.999
H 0.063 1.753 0.019
H -0.614 0.168 0.271
H 0.708 0.928 2.305
H 2.106 1.094 1.319
H 0.672 -1.527 1.685
H 2.340 -1.189 2.195
H 0.354 -0.459 -1.666
H 1.748 0.672 -1.546
*
```

=====

Best to worst by energy: (Q), (P).

=====

(P)
Computed, not measured: 4 unconnected molecules or ions with the total composition C2H10O3, with wB97M-V/def2-TZVPD.

Properties
SMILES: C=C.O.O.O
Frontier orbital gap: 11.1 eV
Highest occupied orbital energy: -10.333 eV

Geometry as ORCA input:
```
! wB97M-V def2-TZVPD RIJCOSX def2/J DEFGRID3
* xyz 0 1
C -0.905 1.119 -2.256
C -0.944 0.872 -0.958
H -1.759 1.589 -2.714
H -0.204 0.642 -2.928
H -1.766 1.043 -0.275
H -0.102 0.358 -0.506
H 1.616 -1.865 0.936
H 0.256 -2.473 1.084
O 0.876 -2.181 0.402
H -2.116 -0.362 1.511
H -0.692 -0.677 1.071
O -1.315 -0.810 1.796
H 1.937 2.018 0.979
H 1.867 1.434 -0.522
O 1.924 1.244 0.418
*
```

=====

(Q)
Computed, not measured: 3 unconnected molecules or ions with the total composition C2H10O3, with wB97M-V/def2-TZVPD.

Properties
SMILES: CCO.O.O
Frontier orbital gap: 10.8 eV
Highest occupied orbital energy: -10.340 eV

Geometry as ORCA input:
```
! wB97M-V def2-TZVPD RIJCOSX def2/J DEFGRID3
* xyz 0 1
C -0.191 -1.225 0.492
O 0.970 -0.669 -0.056
C -1.321 -0.700 -0.301
H -0.109 -2.320 0.533
H -0.222 -0.904 1.609
H 1.774 -1.066 0.013
H -1.463 0.498 -0.332
H -1.105 -0.962 -1.436
H -2.165 -1.371 0.116
H 1.147 1.150 -1.663
H 1.278 2.247 -2.661
O 0.984 1.334 -2.671
H 0.295 1.117 2.810
H 0.356 1.424 1.417
O -0.227 1.446 2.130
*
```

=====

Best to worst by energy: (P), (Q).

=====

(P)
Computed, not measured: a molecular structure, CH3IOS2, with wB97M-V/def2-TZVPD.

Properties
Frontier orbital gap: 8.8 eV
Highest occupied orbital energy: -9.343 eV

Geometry as ORCA input:
```
! wB97M-V def2-TZVPD RIJCOSX def2/J DEFGRID3
* xyz 0 1
C -0.676 -0.170 -0.721
O 1.459 -1.166 0.335
S -0.617 -3.316 -0.471
S 0.040 -1.477 0.269
I -2.308 0.589 0.354
H 0.128 0.626 -0.470
H -0.842 -0.094 -1.809
H -0.280 -1.202 1.709
*
```

=====

(Q)
Computed, not measured: CH3IOS2 in the gas phase, with wB97M-V/def2-TZVPD.

Properties
Frontier orbital gap: 8.4 eV
Highest occupied orbital energy: -9.336 eV

Geometry as ORCA input:
```
! wB97M-V def2-TZVPD RIJCOSX def2/J DEFGRID3
* xyz 0 1
C 0.128 0.635 -1.113
O -0.709 0.425 1.977
S -0.774 -0.918 1.446
S -0.927 -0.832 -0.836
I 1.292 -2.036 1.840
H -0.107 0.923 -2.033
H -0.185 1.315 -0.335
H 1.283 0.490 -0.945
*
```

=====

Best to worst by energy: (Q), (P).

=====

(P)
Computed, not measured: C2H2N2O4 in the gas phase, with wB97M-V/def2-TZVPD.

Properties
SMILES: O=c1[nH]on(O)c1=O
Frontier orbital gap: 9.6 eV
Highest occupied orbital energy: -9.693 eV

Geometry as ORCA input:
```
! wB97M-V def2-TZVPD RIJCOSX def2/J DEFGRID3
* xyz 0 1
C -1.285 0.511 0.002
C -0.632 -0.856 0.015
N -0.251 1.350 -0.349
N 0.715 -0.518 0.206
O -2.438 0.771 0.283
O -1.010 -1.990 0.151
O 1.031 0.750 -0.221
O 1.663 -1.339 -0.172
H -0.257 2.316 -0.124
H 2.465 -0.996 0.209
*
```

=====

(Q)
Computed, not measured: 3 unconnected molecules or ions with the total composition C2H2N2O4, with wB97M-V/def2-TZVPD.

Properties
Frontier orbital gap: 9.3 eV
Highest occupied orbital energy: -9.077 eV

Geometry as ORCA input:
```
! wB97M-V def2-TZVPD RIJCOSX def2/J DEFGRID3
* xyz 0 1
C 0.053 1.654 0.354
C 2.298 -1.042 -0.767
N -1.801 0.707 0.536
N -1.931 -0.435 0.196
O 1.431 -1.678 -0.352
O 3.260 -0.484 -1.036
O 0.123 1.692 -0.808
O 0.358 1.645 1.486
H -2.756 -1.097 0.595
H -1.037 -0.962 -0.204
*
```

=====

Best to worst by energy: (Q), (P).